(1)
C22H26N8O2Pt | wB97M-V/def2-TZVPD

The value obtained for the frontier orbital gap (spin up / spin down) is 5.67 / 5.46 eV. The highest occupied orbital energy (spin up / spin down) is -12.3 / -14.4 eV. The total energy is -1561.181658 hartree. For the LUMO energy (spin up / spin down), the calculation gives -0.2426 / -0.3280 Ha. As for the net charge: +2. As for the expectation value of S²: 2.063. The multiplicity is 3.

Each line ends with the natural charge from an NBO analysis.
Cartesian coordinates (Å):
Pt1 0.2559 0.2488 -0.1662  0.84
O1 2.7390 6.8484 0.2913  -0.37
O2 4.7842 6.1519 0.1933  -0.33
N1 -1.7753 0.1499 -0.1708  -0.82
N2 1.3969 -5.7807 -0.7102  -0.73
N3 -4.0361 -0.3695 -0.2418  -0.40
N4 2.2611 0.5548 -0.3020  -0.44
N5 -2.5583 -1.8171 0.8152  -0.45
N6 0.2985 2.2985 0.0829  -0.44
N7 0.4383 -1.7668 -0.2987  -0.51
N8 3.5709 5.9669 0.2023  0.47
C1 0.5113 -3.7474 -1.6319  -0.31
C2 1.7856 4.1982 0.1606  -0.06
C3 3.1512 4.5974 0.1147  0.18
C4 4.2570 3.5846 -0.0380  -0.09
C5 -0.5979 4.4925 0.3684  -0.22
C6 2.6173 1.8309 -0.1540  0.26
C7 4.5704 -0.0492 -0.5419  -0.21
C8 1.0848 -4.4844 -0.5764  0.26
C9 -0.7512 3.1372 0.2659  0.06
C10 4.9637 1.2483 -0.3612  -0.09
C11 0.9755 -2.4682 0.7249  0.05
C12 3.2137 -0.3706 -0.5209  0.05
C13 -2.7736 -0.6607 0.1354  0.68
C14 -5.2005 -0.8244 0.5234  -0.41
C15 -4.3251 0.6281 -1.2640  -0.43
C16 1.3067 -3.7900 0.6322  -0.31
C17 0.6721 5.0475 0.3116  -0.09
C18 0.2134 -2.4253 -1.4551  0.08
C19 1.5264 2.8064 0.0420  0.21
C20 -3.1955 -3.0706 0.4169  -0.41
C21 3.9689 2.2513 -0.1823  -0.14
C22 -1.7773 -1.8439 2.0468  -0.40
H1 -1.2422 -0.9048 2.1714  0.22
H2 1.2573 -6.2645 -1.5797  0.42
H3 -4.8870 -1.3420 1.4234  0.22
H4 -2.4344 -1.9853 2.9085  0.21
H5 -1.7323 2.6986 0.3605  0.21
H6 -2.4666 -3.7232 -0.0708  0.20
H7 -1.4680 5.1207 0.5020  0.26
H8 -4.4103 1.6339 -0.8381  0.20
H9 6.0103 1.5271 -0.3643  0.25
H10 -3.5653 0.6154 -2.0441  0.22
H11 1.8253 -6.2935 0.0397  0.42
H12 5.2942 -0.8373 -0.7008  0.26
H13 -0.2247 -1.8480 -2.2566  0.23
H14 0.8135 6.1093 0.3913  0.29
H15 -2.1304 1.0209 -0.5267  0.37
H16 -5.7904 0.0452 0.8171  0.22
H17 -5.8315 -1.4837 -0.0735  0.22
H18 1.7305 -4.2964 1.4909  0.25
H19 -3.5886 -3.5909 1.2926  0.22
H20 -4.0098 -2.8962 -0.2792  0.22
H21 0.3103 -4.2167 -2.5873  0.25
H22 -5.2768 0.3839 -1.7315  0.24
H23 1.1378 -1.9275 1.6457  0.23
H24 5.2765 3.9356 -0.0411  0.27
H25 -1.0623 -2.6691 2.0327  0.20
H26 2.8925 -1.3845 -0.6945  0.22



(2)
C22H26N8OSSeV | wB97M-V/def2-TZVPD

The value obtained for the frontier orbital gap (spin up / spin down) is 7.02 / 6.98 eV. The highest occupied orbital energy (spin up / spin down) is -10.2 / -10.3 eV. The total energy is -5110.780100 hartree. For the LUMO energy (spin up / spin down), the calculation gives -0.1171 / -0.1231 Ha. As for the net charge: +1. As for the expectation value of S²: 2.036. The multiplicity is 3.

Each line ends with the natural charge from an NBO analysis.
Cartesian coordinates (Å):
Se1 -2.2972 0.0781 -0.6911  -0.02
V1 -0.2128 -0.4425 0.3605  1.03
S1 -1.3497 -0.6399 2.5178  -0.19
O1 0.5700 1.3729 0.7763  -0.75
N1 1.2071 -0.2736 -1.3264  -0.44
N2 1.6367 -1.4142 1.0731  -0.53
N3 -0.4757 3.3230 1.2830  -0.43
N4 -0.9079 -2.3986 0.6821  -0.56
N5 3.2850 0.4417 -3.0332  -0.33
N6 1.1280 2.4295 2.7047  -0.40
N7 3.7812 -1.8791 0.6229  -0.22
N8 3.4022 -2.3813 1.8171  -0.32
C1 -0.9735 3.4090 -0.0889  -0.41
C2 -2.8033 0.2733 -4.8272  -0.21
C3 0.9835 0.4308 -2.4329  0.04
C4 -1.5991 -1.4805 -3.0547  -0.26
C5 1.4238 3.7029 3.3619  -0.41
C6 -1.4815 -2.2529 1.8910  0.10
C7 2.6830 -1.3036 0.2064  0.29
C8 -2.1229 -3.3311 2.5075  -0.27
C9 -1.5793 -1.7477 -4.4178  -0.19
C10 -2.2122 -0.3288 -2.5670  -0.21
C11 2.1231 -2.1074 2.0789  0.24
C12 -1.4191 3.8289 2.2845  -0.41
C13 2.0265 0.7808 -3.2803  0.02
C14 -2.8216 0.5434 -3.4641  -0.19
C15 2.4812 -0.5975 -1.0646  0.11
C16 -0.9429 -3.5842 0.0506  0.05
C17 1.9686 1.3029 3.0966  -0.40
C18 0.3962 2.3373 1.5848  0.84
C19 -2.1790 -0.8701 -5.3093  -0.22
C20 -1.5576 -4.6795 0.5993  -0.26
C21 3.5122 -0.2472 -1.9189  0.04
C22 -2.1598 -4.5421 1.8524  -0.13
H1 -1.1367 -2.1762 -2.3668  0.20
H2 -2.3390 3.2410 2.2567  0.21
H3 -0.0374 0.7094 -2.6492  0.25
H4 -1.8750 2.8126 -0.2302  0.22
H5 0.9698 3.7581 4.3515  0.21
H6 2.8583 1.2357 2.4648  0.20
H7 -0.2135 3.0587 -0.7803  0.22
H8 -0.4594 -3.6339 -0.9163  0.20
H9 1.4041 0.3789 3.0356  0.22
H10 4.0601 -2.9028 2.3750  0.44
H11 1.5922 -2.4057 2.9698  0.25
H12 1.8285 1.3505 -4.1795  0.22
H13 -2.5869 -3.1883 3.4728  0.24
H14 4.5330 -0.5259 -1.6881  0.23
H15 -3.3136 1.4352 -3.0956  0.22
H16 2.5041 3.7919 3.4735  0.22
H17 -1.1009 -2.6496 -4.7812  0.22
H18 -1.1923 4.4547 -0.3032  0.21
H19 2.2781 1.4538 4.1287  0.22
H20 -2.1684 -1.0798 -6.3712  0.22
H21 -2.6608 -5.3875 2.3073  0.23
H22 -3.2827 0.9597 -5.5140  0.22
H23 -1.5767 -5.6172 0.0629  0.24
H24 -1.6606 4.8666 2.0607  0.22
H25 1.0730 4.5312 2.7549  0.23
H26 -1.0106 3.7763 3.2863  0.22